Computed, not measured: C24H29FN4O3 in the gas phase, with ωB97M-V with the def2-TZVPD basis set.

Summary:
Relative energy (zero: lowest compared OMol25 entry of this formula, charge and spin) ... 0.0 kcal/mol
HOMO ... -0.3291 hartree
SMILES ... O=C(CCCC(=O)N(CC(=O)NC1CCCCC1)c1cccc(F)c1)Nc1ccccn1
Gap between HOMO and LUMO ... 9.53 eV
Total energy ... -40181.8724 eV

Each line ends with the Mulliken charge.
Element x y z (Å)
O1 -1.06413 -0.88525 -1.35660  -0.586
C1 -1.84845 -1.81855 -1.35140  0.333
N1 -3.09377 -1.77117 -0.82654  0.118
C2 -3.69981 -0.77195 -0.06951  0.312
N2 -4.84720 -1.16619 0.47162  -0.633
C3 -5.51666 -0.31151 1.22246  -0.440
C4 -5.08435 0.98053 1.47281  -0.460
C5 -3.89702 1.39354 0.88638  -0.544
C6 -3.18641 0.51258 0.09181  0.300
H1 -2.27080 0.80506 -0.39005  0.224
H2 -3.52833 2.39663 1.04441  0.395
H3 -5.65874 1.64337 2.09989  0.413
H4 -6.44131 -0.68822 1.63939  0.385
H5 -3.63070 -2.62932 -0.79884  0.311
C7 -1.50443 -3.16182 -1.96740  -1.150
C8 -1.14215 -4.19035 -0.88840  -0.762
C9 0.09001 -3.76333 -0.09165  -0.288
C10 -0.24924 -2.61985 0.85143  0.468
O2 -1.35124 -2.52015 1.35934  -0.640
N3 0.75594 -1.76218 1.16031  0.389
C11 2.03399 -1.74266 0.54794  -0.520
C12 2.16771 -1.39308 -0.79354  0.348
C13 3.42241 -1.33237 -1.37271  -1.011
C14 4.55703 -1.60943 -0.62925  -0.703
C15 4.40352 -1.94913 0.70210  0.049
C16 3.16275 -2.02111 1.30716  -0.312
H6 3.08730 -2.28915 2.34860  0.494
F1 5.49735 -2.23022 1.43603  -0.338
H7 5.54345 -1.56091 -1.06127  0.477
H8 3.51982 -1.05646 -2.41163  0.481
H9 1.28535 -1.15985 -1.37018  0.580
C17 0.53140 -0.74514 2.17397  -1.158
H10 1.14919 -0.93204 3.05736  0.337
H11 -0.52318 -0.80465 2.46042  0.551
C18 0.84883 0.66721 1.66791  0.743
O3 1.47831 1.45062 2.35047  -0.711
N4 0.35951 0.91847 0.44635  0.974
H12 -0.14878 0.18711 -0.03418  -0.536
C19 0.57099 2.15496 -0.29059  -0.132
C20 2.06172 2.41025 -0.52711  -0.563
C21 2.25652 3.68669 -1.33855  -0.813
C22 1.62909 4.87640 -0.61886  -0.720
C23 0.14495 4.62482 -0.37259  -0.717
C24 -0.05108 3.34838 0.43838  -0.351
H13 -1.11488 3.16218 0.60160  -0.161
H14 0.43050 3.44671 1.41156  0.397
H15 -0.29266 5.47042 0.16168  0.384
H16 -0.37189 4.53074 -1.33149  0.349
H17 1.76028 5.78358 -1.21260  0.355
H18 2.13234 5.02309 0.33862  0.355
H19 3.32258 3.86412 -1.49277  0.392
H20 1.79088 3.56881 -2.32063  0.350
H21 2.50017 1.55525 -1.04744  0.038
H22 2.55359 2.50685 0.44115  0.397
H23 0.07343 2.02246 -1.25809  0.328
H24 0.91032 -3.50333 -0.75747  0.279
H25 0.41725 -4.59401 0.54049  0.312
H26 -0.95010 -5.15101 -1.36923  0.451
H27 -1.97595 -4.31103 -0.19384  0.385
H28 -2.35224 -3.52468 -2.55103  0.418
H29 -0.65301 -3.02066 -2.63620  0.375